Below is a structure of composition C32H57N14O4Ti, with properties calculated with wB97M-V/def2-TZVPD.

Geometry as XYZ:
```
108
Properties=species:S:1:pos:R:3
H -1.34 2.63 0.79
N -1.98 -0.50 -0.59
H 4.57 1.43 3.14
H -2.25 -3.24 3.13
N -0.86 -0.59 -4.01
H 1.82 0.81 4.39
H -4.93 1.04 -0.88
C 0.36 -3.04 1.15
O 0.78 -2.70 2.23
H -0.80 -2.80 4.02
C 0.36 1.52 -2.53
C -0.71 -7.01 0.22
H 2.11 2.69 0.84
C 1.87 2.33 -0.15
H -3.79 -1.02 3.09
H 3.05 1.62 2.26
H 1.04 1.81 2.50
H 0.72 -3.98 -3.21
H 2.05 -0.95 4.54
N 3.38 -1.99 1.12
C 3.09 -2.91 0.03
N -4.57 -0.87 -1.54
C -0.27 2.58 1.00
N 0.42 1.97 -0.16
H 0.31 -1.32 -5.61
C -0.02 -4.43 0.80
H -1.28 2.24 -1.36
H -0.95 -0.18 -6.04
H 4.07 -1.91 3.11
H -0.61 2.05 3.05
C 1.55 -0.16 3.97
N 0.34 0.10 -2.09
N 0.12 -0.38 4.04
H -0.26 -4.05 -1.30
N -1.10 -8.41 -0.10
C -2.34 -1.64 -1.16
H 0.67 -3.27 -4.82
H 2.60 -1.03 -2.42
N -1.73 -1.24 2.98
H -1.60 -2.42 -1.25
H 2.39 -2.45 -0.67
C 0.09 -0.78 -3.09
C 0.33 -3.14 -3.79
H 3.27 -3.41 2.62
N 0.83 -1.91 -3.18
H 2.69 0.90 -1.55
H 1.39 1.82 -2.76
H -0.15 -1.47 5.85
C 5.67 -0.43 1.68
H 6.33 0.37 1.34
H 0.07 3.61 1.16
C -3.66 -1.84 -1.64
O -1.34 -8.66 -1.26
H -3.22 -1.50 1.49
H -2.06 1.07 -4.47
H -2.11 0.57 -2.77
N -4.02 -2.99 -2.24
C -3.00 -0.87 2.36
C 2.29 -1.84 -3.09
C -0.39 -6.69 1.52
C -2.91 0.46 -0.48
H -0.75 -3.15 -3.76
H 4.58 2.16 1.53
H 4.93 -3.08 2.09
H 2.04 3.16 -0.84
H 5.81 -1.29 1.04
C -0.01 1.71 2.20
H -2.94 -0.38 -4.02
H -2.64 1.37 0.02
H 4.01 -3.18 -0.49
H 0.03 0.29 6.00
H 3.79 1.40 -0.29
H 2.68 -2.79 -2.71
C -2.06 0.22 -3.79
H -0.03 3.45 -1.62
H -1.49 -0.38 5.40
N -0.34 0.31 1.84
C -0.67 -6.09 -0.81
C -0.33 -4.79 -0.51
H 0.23 -5.10 2.82
C -0.41 -0.51 5.40
H -5.00 -3.11 -2.47
C -0.71 -1.03 -5.40
N 4.29 0.06 1.60
H -0.91 -6.42 -1.82
C 4.10 1.39 2.15
H -2.99 0.18 2.07
C -0.21 2.39 -1.44
H -0.42 -7.46 2.29
Ti 0.28 -0.29 0.01
H 1.87 -0.23 2.93
C -0.64 -0.46 2.94
C -1.80 -2.47 3.76
C 3.96 -2.63 2.30
C -0.04 -5.39 1.81
H -0.19 1.68 -3.46
C 3.32 -0.65 0.99
H 5.94 -0.68 2.71
N 2.33 -0.05 0.28
H -3.48 -3.83 -2.13
H -1.39 -1.84 -5.65
O 0.20 -2.12 0.17
H 2.72 -1.67 -4.08
H 2.65 -3.82 0.44
H -2.41 -2.36 4.65
C -4.19 0.26 -0.97
O -1.11 -9.20 0.82
C 2.75 1.14 -0.49
```

The calculation puts the gap between HOMO and LUMO at 7.46 eV. The net charge is +3. Its largest force on an atom is 0.72 eV/Å. The value obtained for the HOMO energy is -16.451 eV. The lowest unoccupied orbital energy is -9.0 eV.

=====

Below is a structure of composition C32H57N4OP2PdS in a non-equilibrium geometry, with properties calculated with wB97M-V/def2-TZVPD.

Geometry as XYZ:
```
98
Properties=species:S:1:pos:R:3
C -4.02 0.96 -0.71
C 0.69 2.93 0.57
H -3.45 0.71 2.06
H -0.94 -4.18 1.61
H 0.14 3.50 -1.41
H -0.18 -0.40 -2.64
C -0.12 -2.36 4.49
H 1.75 3.98 -0.96
H 4.89 -3.39 0.91
H 2.78 -4.59 -2.33
H -5.38 0.05 -2.13
C 3.60 -2.37 -0.35
H -0.28 3.35 -3.42
C -0.96 0.36 2.56
Pd 1.22 0.00 -0.19
H 1.75 -1.78 2.62
H -3.50 -3.10 1.50
N 3.10 -2.66 -1.56
N 0.51 1.69 1.03
H 4.57 3.90 -2.45
H -4.39 -2.05 4.30
H -1.10 2.03 -4.26
H 3.95 1.59 0.21
H -1.08 -2.39 5.02
H -3.26 2.94 -1.20
H -2.97 -3.08 4.12
C 0.78 1.42 -3.38
C -3.10 -1.34 2.75
C -2.68 0.59 0.00
H -0.26 -0.17 -4.41
H 2.83 4.11 -2.66
H 2.53 -2.01 -2.11
H -4.73 0.04 3.09
H -4.71 2.45 -2.11
H 4.17 -3.73 -3.02
H -0.60 2.40 4.13
C 3.48 2.14 -1.85
H 0.34 -1.38 4.67
H -4.71 2.28 0.85
C -0.91 -4.00 2.69
P -1.27 -1.27 2.02
H 1.86 2.89 -4.61
H 2.55 1.23 -4.67
H -1.11 0.37 3.66
C 4.49 -4.43 -0.98
H -4.88 -1.06 -0.84
H -2.83 -1.48 4.92
H 1.26 -0.70 -3.65
H -5.98 1.72 -0.25
C -0.50 2.27 -3.37
C -5.07 1.42 0.28
H 5.34 1.30 -2.52
C 4.30 0.97 -2.40
H -5.35 0.61 0.97
C -3.64 0.08 2.94
C 1.04 3.15 -0.89
H -1.93 -4.09 3.08
C -0.24 -2.65 3.00
C 0.13 3.87 2.71
H 3.95 0.62 -3.38
C 3.64 3.39 -2.75
H 5.06 2.76 -0.54
H 0.53 -3.12 4.94
N 4.39 -3.39 0.03
P 1.68 1.63 -1.73
C -4.53 -0.25 -1.50
H 1.16 -2.84 1.34
C -0.23 2.59 3.13
H 0.08 4.71 3.40
O -0.35 -2.60 -0.98
H 0.72 5.03 0.96
C 4.00 2.47 -0.44
N -1.54 0.35 -0.10
C 3.60 -3.90 -2.10
H -3.21 0.59 3.81
H -3.14 1.75 -2.53
C 0.51 4.05 1.39
H 3.47 3.30 0.03
H 1.03 1.61 -5.50
C -3.76 2.09 -1.69
C -0.19 1.50 2.20
C -3.30 -2.04 4.10
H 4.29 0.13 -1.70
H -3.75 -0.64 -2.15
H 5.53 -4.56 -1.30
H 1.73 -3.54 2.87
H 3.75 3.12 -3.81
C 1.63 1.82 -4.59
S 3.34 -0.97 0.61
C 1.18 -2.70 2.42
C 0.38 -0.06 -3.52
C 0.26 -1.70 -0.58
C -3.86 -2.06 1.63
H -1.12 2.06 -2.48
H -3.73 -1.54 0.68
H -4.93 -2.10 1.87
H -0.31 -4.81 3.14
H 4.12 -5.38 -0.59
```

The calculation puts the gap between HOMO and LUMO (spin up / spin down) at 7.78 / 5.65 eV. The net charge is +1. Its spin multiplicity is 3. Its largest force on an atom is 3.76 eV/Å. Its expectation value of S² is 2.0421. The value obtained for the HOMO energy (spin up / spin down) is -9.392 / -9.379 eV. The lowest unoccupied orbital energy (spin up / spin down) is -1.6 / -3.7 eV.

=====

Below is a structure of composition C32H58Ge3N4O2S3Si3Y, with properties calculated with wB97M-V/def2-TZVPD.

Geometry as XYZ:
```
106
Properties=species:S:1:pos:R:3
H 4.26 -7.06 1.10
C 0.92 -2.60 -3.00
C 1.07 5.67 1.88
H -2.80 3.46 -2.47
H 3.30 -3.13 -1.70
H -1.38 6.21 0.29
N -2.85 0.19 -3.98
H 3.40 -1.07 1.41
H -0.71 3.32 -3.48
C -3.33 3.25 -1.54
C -2.03 5.72 -0.44
H -3.23 -1.77 -3.24
H -3.00 4.52 2.23
H -4.37 3.85 1.33
H -3.71 -4.91 0.01
H 0.09 6.15 1.99
H -3.88 0.32 -3.82
C -0.33 -4.03 4.08
S -1.89 -1.33 2.79
H 2.16 5.17 -2.91
C 4.03 -6.21 0.47
C 1.65 5.01 -1.96
H 2.58 1.14 -1.53
C 4.80 -5.97 -0.67
Ge -0.14 2.92 0.14
Ge 1.58 -1.41 -0.30
C 0.58 -3.79 1.17
H 1.40 -3.56 -2.82
C -5.69 0.36 -0.29
H -1.59 -1.52 -3.88
C 4.52 -4.86 -1.44
H 4.92 -1.91 -0.39
C 2.75 2.18 -1.80
H 0.68 -4.85 1.42
H 2.35 5.29 -1.17
C -5.67 0.35 -1.70
H 5.62 -6.63 -0.93
H 3.24 3.70 2.99
C 2.66 -4.25 0.01
H -3.16 2.78 2.02
C -0.05 3.50 3.66
C 1.67 -1.45 -2.33
H -0.81 4.28 3.77
C -2.40 -1.07 -3.31
H 1.38 -3.98 5.43
C 1.53 -3.32 0.35
C -2.53 -4.36 1.75
H 5.12 -4.63 -2.31
Si 1.18 3.20 -1.84
Y -0.85 0.01 0.52
H 3.47 2.59 -1.08
O -1.59 0.55 -1.79
C 1.07 -3.55 4.48
C 4.61 -0.87 -0.38
N -5.51 0.32 -2.85
C 3.48 -4.01 -1.09
H -0.09 -2.70 -2.60
H -1.61 5.87 -1.43
Si -2.34 3.90 -0.08
H 2.45 -5.57 1.71
C -3.30 3.74 1.53
H -0.04 1.67 -3.39
H 3.23 2.19 -2.78
C 0.21 2.73 -3.39
H -2.34 0.95 -3.49
H 0.80 5.69 -1.91
H -3.11 -3.25 -0.03
Si 0.96 3.80 2.11
H 1.51 5.99 0.94
S -0.81 -0.20 5.32
O -1.68 -1.54 -1.07
N -7.86 0.35 1.07
C -6.89 0.36 0.46
H 0.61 3.55 4.53
C 3.31 -0.67 0.39
H 2.70 -1.40 -2.70
C -1.86 -0.67 -1.94
H 1.21 -0.50 -2.64
Ge -0.93 -3.39 2.33
H 1.10 -2.46 4.59
H -1.08 -3.75 4.83
C -4.41 0.39 0.26
H 1.81 -3.82 3.72
H 2.75 2.08 2.48
H 3.13 0.40 0.53
H -2.66 0.20 -4.97
H 0.83 2.94 -4.27
C 2.99 -5.37 0.80
H -4.29 3.77 -1.57
H 4.51 -0.55 -1.43
H -3.52 2.18 -1.48
H -0.53 2.53 3.70
C -0.63 -0.43 3.72
H 3.25 3.28 1.27
H 0.85 -2.47 -4.09
H -0.35 -5.12 4.01
S 0.66 0.14 2.72
H -3.37 -4.02 2.36
N -3.29 0.43 0.54
H 5.43 -0.29 0.05
H -3.00 6.23 -0.41
H -2.01 -4.58 -0.35
C -2.86 -4.27 0.26
C 2.71 3.14 2.21
H -2.35 -5.40 2.04
H 1.71 6.05 2.69
```

The calculation puts the gap between HOMO and LUMO (spin up / spin down) at 6.69 / 4.93 eV. Its spin multiplicity is 2. Its largest force on an atom is 0.74 eV/Å. Its expectation value of S² is 0.7543. The value obtained for the HOMO energy (spin up / spin down) is -7.163 / -7.149 eV. The lowest unoccupied orbital energy (spin up / spin down) is -0.5 / -2.2 eV.

=====

Below is a cluster of 6 separate species, C32H58O19 in total in a non-equilibrium geometry, with properties calculated with wB97M-V/def2-TZVPD.

Geometry as XYZ:
```
109
Properties=species:S:1:pos:R:3
O 5.10 -5.87 2.46
O -0.44 6.37 -8.32
H 6.62 -10.46 2.53
O -0.45 -3.11 0.94
H -1.67 8.31 -5.83
O 0.60 -1.08 1.15
C -3.65 10.29 -2.95
H 8.75 -11.57 2.17
C -1.23 6.66 -7.16
H 3.18 5.02 -8.46
H 0.03 8.21 -6.32
C 1.50 -9.66 1.25
C -7.23 4.84 4.45
H -2.64 4.94 2.71
C -0.41 -1.77 1.13
O 0.75 -7.41 3.98
C 2.91 5.80 -9.18
C -5.12 4.33 3.52
H -4.02 11.14 -3.53
H 0.95 -4.39 2.82
O -2.54 8.00 -2.16
O 2.80 -6.21 3.23
H 0.74 6.82 0.47
O -0.24 3.52 1.99
C -3.09 3.98 2.43
H -0.41 5.49 0.35
H -2.16 -9.71 0.71
H -2.82 0.34 1.67
H -2.74 5.08 -4.51
C 0.88 6.15 -8.08
C 3.63 -7.95 1.49
O -6.44 4.56 3.29
H -2.28 6.55 -7.46
H 3.36 6.76 -8.90
H 2.49 -4.44 1.94
C -3.65 5.13 -2.57
H 1.10 1.37 2.29
H -8.28 4.73 4.14
C 8.74 -10.49 1.67
H 2.66 1.47 3.13
H -1.08 -11.62 2.93
C -1.00 8.07 -6.67
H -3.30 4.14 -2.29
C 1.57 -3.88 2.07
H 0.52 -10.89 3.78
H 1.44 -9.44 0.08
H 0.20 7.11 2.90
H -5.97 6.40 5.28
O -4.51 4.12 2.33
C 0.82 -3.75 0.76
H 0.61 -4.75 0.36
O 1.31 5.14 1.48
C -2.76 5.74 -3.64
H -1.23 -11.35 0.40
H -2.82 3.20 3.15
H -4.32 10.13 -2.10
H -3.68 5.75 -1.67
C 2.25 -8.37 1.94
C -3.10 8.04 -3.24
C -1.10 -10.19 0.47
H -1.73 5.85 -3.29
C 1.81 -7.33 3.13
H 2.14 -10.65 1.36
H -7.16 6.98 4.14
H 4.50 -9.89 0.64
H -0.70 -9.70 -0.52
H 6.71 -10.72 0.66
C 6.09 -8.28 0.26
C -1.76 0.05 1.65
C 0.26 6.02 1.04
H 9.35 -9.80 2.40
H -0.53 -8.97 2.31
H -1.34 0.23 2.64
O 6.89 -8.64 1.45
H 9.28 -10.64 0.63
O 1.43 6.16 -6.99
H -2.64 10.52 -2.62
O 1.49 5.94 -9.28
H -1.05 5.92 -6.37
C -0.05 -9.90 1.75
H 3.29 5.51 -10.16
C -0.49 6.61 2.22
H -7.67 6.49 5.77
H 0.66 -12.05 2.20
H -1.25 0.67 0.90
O -1.68 -1.33 1.33
H 3.99 -8.71 -0.74
H -1.01 5.84 2.79
O -4.57 4.34 4.62
H 6.53 -8.65 -0.76
H 6.09 -7.09 0.20
H -2.71 3.69 1.45
C 4.52 -8.74 0.33
C 0.91 3.93 1.93
O -3.28 7.00 -4.09
H -4.68 5.05 -2.93
C 1.71 1.99 2.95
O -3.67 9.14 -3.80
H 1.82 -2.90 2.49
H -1.23 7.34 1.88
O 2.01 3.25 2.35
C -7.00 6.26 4.94
H 1.41 -3.22 0.00
H -1.16 8.79 -7.47
C 7.14 -10.08 1.54
C 3.97 -6.63 2.39
C 0.01 -11.22 2.77
H -7.05 4.10 5.23
H 1.21 2.15 3.91
```

The calculation puts the gap between HOMO and LUMO at 8.56 eV. Its largest force on an atom is 9.64 eV/Å. The value obtained for the HOMO energy is -10.238 eV. Its SMILES is CCOCCC1=C(CC(C)C)C(=O)OC1=O.CCOC(=O)OC.CCOC(=O)OC.CCOC(=O)OC.CCOC(=O)OC.CCOC(=O)OC. The lowest unoccupied orbital energy is -1.7 eV.

=====

One value per record, in order, for ΔE to the lowest compared entry with this formula, charge and spin: 1.6; 0.0; 21.4; 202.1 kcal per mole.
One value per record, in order, for electronic energy: -3169.75840; -2756.28739; -9955.90141; -2683.41533 Ha.